Record 1
Computed, not measured: a single C6H10BrCl molecule, with ωB97M-V/def2-TZVPD.

```
18
Properties=species:S:1:pos:R:3:forces:R:3:mulliken_charge:R:1
C -1.285599 1.927682 -1.185810 4.6 -1.6 0.2 -1.414
C -1.493031 0.777371 -0.203530 4.3 -0.6 -0.5 0.736
Cl -3.076355 0.719142 0.317396 -1.8 -0.5 0.9 -0.230
C -0.526361 -0.075595 0.278431 -0.4 -0.2 -0.7 0.333
C -0.808440 -1.220356 1.212306 -1.0 3.9 2.2 -1.727
C 1.004785 -0.027996 -0.041526 0.6 0.9 -3.0 -0.653
C 2.079477 -1.264332 0.137201 -2.3 0.6 -1.6 -0.686
Br 3.871587 -0.677093 -0.515870 -0.9 -0.2 -0.1 -0.190
H -2.108307 2.470166 -1.121652 -3.4 3.0 0.4 0.543
H -1.249467 1.660610 -2.227843 0.2 -0.8 -0.5 0.321
H -0.341389 2.564353 -1.034541 -1.4 -1.0 0.2 0.259
H -1.784056 -1.562595 1.128261 -1.8 -0.8 -0.2 0.499
H -0.641309 -0.970901 2.308749 -0.2 0.0 -1.2 0.247
H -0.126826 -1.906649 0.989398 2.5 -3.4 -0.8 0.481
H 1.255858 0.871484 0.482329 1.1 0.3 0.8 0.374
H 1.237309 0.337849 -1.150367 -0.9 -0.9 2.0 0.330
H 1.633314 -2.147651 -0.536923 1.5 1.8 1.8 0.370
H 2.358810 -1.475489 1.163992 -0.7 -0.5 -0.1 0.409
```
Forces are in eV/Å.

Summary:
* multiplicity: 1
* molar mass: 197.50 g/mol
* largest force on an atom: 0.0949 Eh/bohr
* structure (SMILES): C/C(Cl)=C(/C)CCBr
* E_LUMO: 0.68 eV
* highest occupied orbital energy: -8.66 eV
* charge: 0
* relative energy (zero: lowest compared OMol25 entry of this formula, charge and spin): 1.3652 eV
* frontier orbital gap: 9.34 eV


Record 2
Computed, not measured: a single C6H10BrNO2 molecule, with ωB97M-V/def2-TZVPD.

```
20
Properties=species:S:1:pos:R:3:forces:R:3:mulliken_charge:R:1
C -2.381687 1.194560 -0.379130 0.5 -0.9 -1.7 0.527
C -1.393336 1.001444 1.787810 -1.6 -2.8 0.3 -0.460
C -0.484440 -0.483745 -0.223784 -2.2 1.1 1.7 -0.230
C 1.879681 -0.512909 0.829670 -1.6 -0.4 1.4 -1.370
C 1.519900 -0.675916 -1.592944 2.5 -0.5 1.7 -1.578
C 0.956851 -0.054892 -0.317106 -0.8 0.9 1.0 0.787
N -1.569281 0.139906 -0.905054 2.1 0.2 1.7 -0.181
O -3.109875 1.754084 -1.137795 -0.6 0.5 0.2 -0.548
O -2.353650 1.434937 0.916765 0.1 0.5 1.3 -0.276
Br -0.858511 -2.318522 0.241493 0.3 0.3 -0.2 -0.115
H -1.742222 0.639518 2.789234 -0.4 0.0 -1.4 0.273
H -0.540980 1.529627 1.935238 2.5 2.0 -0.5 0.332
H 2.125783 -1.565121 0.596396 0.8 0.7 0.4 0.381
H 1.458601 -0.511604 1.891157 -0.1 0.0 -1.5 0.290
H 2.621871 0.273609 0.905889 1.0 -0.7 -0.3 0.420
H 1.302258 -1.770973 -1.683435 0.5 0.8 0.6 0.370
H 2.638665 -0.437391 -1.558789 -1.4 -0.8 -0.5 0.339
H 1.113263 -0.283755 -2.440489 -1.1 1.5 -2.4 0.477
H 0.970057 1.101942 -0.212983 -0.2 -1.8 -1.0 0.241
H -2.152946 -0.454791 -1.442153 -0.4 -0.5 -0.7 0.322
```
Forces are in eV/Å.

Summary:
* multiplicity: 1
* molar mass: 208.06 g/mol
* largest force on an atom: 0.0637 Eh/bohr
* E_LUMO (alpha / beta): 0.04 / 0.00 eV
* highest occupied orbital energy (alpha / beta): -8.74 / -8.03 eV
* charge: 0
* relative energy (zero: lowest compared OMol25 entry of this formula, charge and spin): 3.5275 eV
* frontier orbital gap (alpha / beta): 8.78 / 8.04 eV


Record 3
Computed, not measured: 3 unconnected molecules or ions with the total composition C6H10Cl2, with ωB97M-V/def2-TZVPD.

```
18
Properties=species:S:1:pos:R:3:forces:R:3:mulliken_charge:R:1
C -1.346689 -2.518267 -0.654525 -0.4 0.3 -0.2 -0.803
C -1.757533 -1.566664 0.182014 -1.3 -0.7 -1.4 0.656
C -1.359174 -1.272241 1.553056 1.5 0.7 -1.9 -1.078
Cl -3.092215 -0.518859 -0.462435 0.6 -0.4 0.5 -0.265
H -1.755344 -2.467691 -1.679219 0.4 -0.4 0.7 0.243
H -0.674719 -3.338007 -0.357536 -0.2 0.7 -0.1 0.262
H -0.529837 -1.857764 1.768065 1.3 -2.0 0.7 0.367
H -2.062698 -1.304374 2.299228 -1.8 0.1 1.5 0.347
H -0.813578 -0.360714 1.483917 -0.2 1.6 0.3 0.262
C -0.620550 1.819262 -0.435950 -1.7 0.3 -1.3 -0.138
C 0.508609 2.234709 -0.545992 0.6 -0.1 0.9 0.028
C 1.900866 2.729897 -0.358444 -2.0 2.9 -4.0 -1.123
H -1.718232 1.617401 -0.649662 2.3 0.2 0.7 0.330
H 1.876193 3.875905 -0.363341 0.1 -1.6 0.9 0.263
H 2.409432 2.227079 0.353301 1.4 -1.0 2.9 0.338
H 2.523130 2.583099 -1.248822 -0.4 -0.4 -0.2 0.312
Cl 2.783147 -0.679874 -0.092286 0.2 -0.1 -0.2 -0.231
H 3.729193 -1.202889 -0.791374 -0.2 0.1 0.2 0.229
```
Forces are in eV/Å.

Summary:
* multiplicity: 1
* molar mass: 153.05 g/mol
* largest force on an atom: 0.1031 Eh/bohr
* structure (SMILES): C=C(C)Cl.C#CC.Cl
* E_LUMO: 0.58 eV
* highest occupied orbital energy: -9.48 eV
* charge: 0
* relative energy (zero: lowest compared OMol25 entry of this formula, charge and spin): 3.2573 eV
* frontier orbital gap: 10.07 eV


Record 4
Computed, not measured: 2 unconnected molecules or ions with the total composition C6H10ClN2O2, with ωB97M-V/def2-TZVPD.

```
21
Properties=species:S:1:pos:R:3:forces:R:3:mulliken_charge:R:1
C -0.152176 -0.173992 -0.071330 -0.5 0.4 -0.2 0.341
C 0.782571 -1.327336 0.186501 0.2 -0.2 -0.1 0.476
C 0.037784 0.830410 -1.157171 0.6 -0.4 0.0 -0.339
C -1.902350 1.040763 -0.096135 0.3 0.6 -0.7 -0.154
C -1.512916 2.722452 -1.847848 -0.5 1.1 -0.5 -0.854
C 1.752680 -2.665674 1.856213 0.4 -0.7 0.1 -0.648
N -1.188553 1.575800 -1.051799 -0.4 -0.6 0.7 0.123
N -1.305527 -0.010092 0.499713 0.6 -1.1 0.8 -0.345
O 1.280523 -1.896398 -0.747301 -0.1 0.2 -0.1 -0.534
O 0.928012 -1.566043 1.461053 -0.4 0.6 0.1 -0.223
Cl -1.966064 -2.680669 2.498533 0.0 0.0 0.0 -0.249
H 0.924703 1.460043 -1.023123 -0.1 0.0 0.1 0.371
H 0.148139 0.335020 -2.131163 -0.1 0.0 0.1 0.393
H -2.348708 -3.569697 3.335131 0.0 -0.1 0.0 0.259
H -2.878888 1.377669 0.209727 -0.1 0.2 -0.1 0.492
H -0.797746 2.825633 -2.661517 -0.1 -0.1 0.1 0.356
H -2.518191 2.628480 -2.263185 0.1 -0.1 0.0 0.348
H -1.486837 3.629647 -1.238839 0.1 -0.1 -0.1 0.339
H 2.311759 -3.049980 1.002583 -0.1 0.1 0.1 0.356
H 1.106120 -3.444314 2.263330 0.0 0.1 -0.1 0.224
H 2.425887 -2.303348 2.631288 -0.1 0.0 -0.1 0.267
```
Forces are in eV/Å.

Summary:
* multiplicity: 1
* molar mass: 177.61 g/mol
* largest force on an atom: 0.0294 Eh/bohr
* E_LUMO: -5.58 eV
* highest occupied orbital energy: -14.26 eV
* charge: +1
* relative energy (zero: lowest compared OMol25 entry of this formula, charge and spin): 0.0000 eV
* frontier orbital gap: 8.68 eV


Record 5
Computed, not measured: a molecular structure, C6H10ClNO2S, with ωB97M-V/def2-TZVPD.

```
21
Properties=species:S:1:pos:R:3:forces:R:3:mulliken_charge:R:1
C 1.147023 -1.237612 -1.624086 1.1 1.4 -1.6 0.109
C -1.245898 0.751037 1.169650 3.0 1.5 -0.4 -1.338
C -1.160002 0.823819 -1.389598 1.8 -3.8 1.7 -2.127
C 0.900146 1.364823 -0.155463 0.3 -0.1 1.5 -1.569
C -0.097252 -1.105105 -0.123113 -0.2 1.3 5.7 -0.848
C -0.379530 0.431554 -0.140131 1.3 0.6 -0.1 1.426
N 1.841923 -1.493786 -2.501907 1.1 -1.0 -1.6 -0.340
O 1.258135 -0.553008 2.073110 0.3 -0.3 0.1 -0.554
O 1.899608 -2.552949 0.750318 0.1 0.1 -0.6 -0.531
S 0.885769 -1.663754 1.247571 -0.1 1.6 -1.0 1.137
Cl -0.234279 -2.851014 2.352967 -1.1 -0.9 0.9 -0.208
H -0.688195 0.271228 2.034125 -1.5 1.0 -0.8 0.403
H -1.174035 1.920603 1.155927 -0.3 -2.1 0.5 0.337
H -2.218444 0.443908 0.908441 -1.3 -0.6 0.5 0.395
H -0.507482 0.561849 -2.160293 0.6 0.4 -1.9 0.473
H -1.470554 1.758043 -1.269499 -0.9 4.2 -0.1 0.609
H -1.998433 0.216590 -1.411800 -1.9 -1.3 -0.4 0.503
H 0.721472 2.434165 -0.335334 -0.7 -0.4 0.4 0.430
H 1.618799 1.245019 0.669811 -1.1 0.2 0.6 0.416
H 1.611498 1.138629 -0.877509 0.7 -0.8 -2.3 0.506
H -0.710269 -1.904037 -0.373186 -1.3 -1.0 -1.0 0.768
```
Forces are in eV/Å.

Summary:
* multiplicity: 3
* molar mass: 195.67 g/mol
* largest force on an atom: 0.1133 Eh/bohr
* E_LUMO (alpha / beta): 0.53 / -5.77 eV
* highest occupied orbital energy (alpha / beta): -7.18 / -11.41 eV
* charge: 0
* relative energy (zero: lowest compared OMol25 entry of this formula, charge and spin): 1.5295 eV
* frontier orbital gap (alpha / beta): 7.71 / 5.64 eV


Question: The highest molar mass belongs to which entry?
Answer: C6H10BrNO2


Question: Which formula does entry 3 have?
Answer: C6H10Cl2


Question: Which formula does entry 2 have?
Answer: C6H10BrNO2